Model 1:
Density functional theory data (wB97M-V/def2-TZVPD) for a structure of composition C2H2Br2I2.

For the orbital gap, the calculation gives 9.20 eV. The calculation puts the LUMO energy at -0.442 eV.

```
8
Properties=species:S:1:pos:R:3:nbo_charge:R:1
C 0.85425 0.76702 -0.33925 -0.50
C 0.81784 -0.33536 0.65089 -0.51
Br -0.26999 2.25761 0.45899 0.03
Br 1.98611 0.00680 2.27636 0.03
I 2.85106 1.34090 -0.80384 0.18
I 1.34568 -2.24015 -0.06007 0.21
H 0.49482 0.66005 -1.48226 0.30
H -0.24474 -0.38705 1.04852 0.26
```


Model 2:
Density functional theory data (wB97M-V/def2-TZVPD) for a structure of composition C2H2Br2I2.

For the orbital gap (alpha / beta), the calculation gives 7.76 / 8.02 eV. The calculation puts the LUMO energy (alpha / beta) at -1.004 / -1.294 eV.

```
8
Properties=species:S:1:pos:R:3:nbo_charge:R:1
C 0.19293 0.59910 -0.28105 -0.53
C -0.14114 -0.65843 0.51767 -0.57
Br -0.46957 2.17201 0.55794 0.13
Br 1.26124 -0.58226 2.12190 -0.04
I 1.66915 0.73001 -1.73468 0.30
I -0.03903 -2.34038 -0.62973 0.29
H -1.29432 0.43997 -1.55164 0.13
H -1.17927 -0.36002 0.99959 0.28
```


model 1 wins, 0.1281 hartree ahead of the next structure.